Formula: C15H38N4NbO7
Source: the OMol25 dataset
Level of theory: the ωB97M-V functional and the def2-TZVPD basis

LUMO: 2.354 eV
spin multiplicity: 1
total charge: -1

Each line ends with the Löwdin charge.
Positions of all 65 atoms, in Å:
N  -0.1653  1.6284  3.6967  -0.2482
Nb  -0.8363  2.6613  2.0000  1.5168
O  -1.4054  3.5034  0.2214  -0.4979
C  -3.0337  2.0415  2.4011  -0.3186
C  -3.7930  3.1070  3.0173  -0.4879
O  -3.8497  3.3204  4.2002  -0.0388
N  -1.1466  4.4634  3.0916  -0.0401
C  -0.1421  5.1185  2.9928  -0.5975
O  0.5442  6.0755  2.8874  0.0496
H  0.4804  2.2518  4.1669  -0.0447
H  0.3252  0.7806  3.4531  -0.0618
H  0.9098  3.1596  1.6579  -0.1072
H  -0.5466  1.0857  1.1040  -0.1088
H  -0.6548  4.0234  -0.0682  -0.0442
H  -3.4773  1.9107  1.4192  0.0229
H  -3.0647  1.1469  2.9986  0.0359
H  -4.3800  3.7615  2.3485  0.1000
C  1.0764  -1.7355  1.2225  -0.1129
O  1.1456  -2.1979  2.5623  -0.1959
C  0.8906  -3.5813  2.7278  -0.2231
C  2.1540  -4.3346  3.0901  -0.2186
N  3.0815  -4.3994  1.9675  -0.0515
C  4.4233  -4.8621  2.3099  -0.2050
C  5.2403  -4.0585  3.3192  -0.2365
O  5.6603  -2.7895  2.8615  -0.1822
C  4.7005  -1.7496  2.9756  -0.0913
H  1.0657  -0.6480  1.2510  0.0494
H  1.9519  -2.0554  0.6431  0.0731
H  0.1639  -2.0786  0.7292  0.0899
H  0.4117  -4.0089  1.8423  0.1213
H  0.1894  -3.6736  3.5626  0.1215
H  1.8891  -5.3535  3.3909  0.1202
H  2.5922  -3.8287  3.9600  0.1028
H  3.1548  -3.4835  1.5478  0.0666
H  4.9945  -4.8912  1.3791  0.1168
H  4.3478  -5.8944  2.6685  0.1139
H  6.1612  -4.6199  3.5011  0.1173
H  4.7399  -3.9710  4.2908  0.1099
H  4.0627  -1.8719  3.8534  0.0890
H  4.0833  -1.6801  2.0771  0.0728
H  5.2415  -0.8084  3.0700  0.0882
C  -0.0604  -0.7337  -3.6123  -0.1282
O  -1.2659  -0.4109  -2.9572  -0.1965
C  -1.2377  0.8363  -2.2529  -0.2094
C  -2.0873  1.8790  -2.9415  -0.2069
N  -1.4955  2.3148  -4.2061  -0.0492
C  -2.3772  3.1165  -5.0478  -0.2054
C  -3.6880  2.5025  -5.5324  -0.2307
O  -3.5397  1.4540  -6.4744  -0.1849
C  -3.2697  0.1783  -5.9222  -0.1029
H  -0.1201  -1.7790  -3.9158  0.0839
H  0.0952  -0.1258  -4.5121  0.0728
H  0.7991  -0.6131  -2.9464  0.0853
H  -0.2159  1.1915  -2.1018  0.1230
H  -1.6703  0.6514  -1.2688  0.1031
H  -2.1870  2.7388  -2.2746  0.1105
H  -3.0846  1.4418  -3.0863  0.1040
H  -1.2016  1.5033  -4.7305  0.0630
H  -1.8015  3.3954  -5.9343  0.1153
H  -2.6075  4.0439  -4.5139  0.1176
H  -4.2328  3.2898  -6.0607  0.1169
H  -4.3341  2.1865  -4.7058  0.1106
H  -3.7580  0.0350  -4.9562  0.0883
H  -2.1947  0.0105  -5.8198  0.0707
H  -3.6508  -0.5710  -6.6178  0.0839



Formula: C15H39ClO7S5
Source: the OMol25 dataset
Level of theory: the ωB97M-V functional and the def2-TZVPD basis

LUMO: 0.475 eV
spin multiplicity: 1

Each line ends with the Löwdin charge.
Positions of all 67 atoms, in Å:
C  2.2506  3.3914  -2.0600  -0.1295
C  3.6991  3.6545  -2.4429  -0.6937
Cl  3.9887  3.1471  -4.1560  0.5963
C  4.7662  3.0556  -1.5156  -0.1980
C  4.5203  1.6676  -0.9354  -0.1635
O  4.9699  0.5986  -1.8093  -0.0470
C  3.9903  0.0268  -2.5452  -0.3318
O  3.4601  -1.0028  -2.2288  0.0788
H  2.0466  2.3358  -1.8631  0.0706
H  1.6056  3.6870  -2.8918  0.0655
H  1.9404  4.0056  -1.2104  0.0788
H  3.8500  4.7370  -2.4516  0.0947
H  5.7081  2.9985  -2.0738  0.1078
H  4.9449  3.7479  -0.6863  0.1215
H  5.1160  1.5530  -0.0268  0.1303
H  3.4822  1.4918  -0.6442  0.0968
H  3.7138  0.5775  -3.4551  0.1051
C  1.4322  -1.8061  0.1764  -0.2799
S  0.8586  -0.5512  1.3157  0.8171
O  1.8530  0.5589  1.2776  -0.5617
C  1.1896  -1.4866  2.8152  -0.2780
H  1.3556  -1.3971  -0.8266  0.0274
H  2.4744  -2.0417  0.3943  0.0638
H  0.8024  -2.6914  0.2440  0.0442
H  2.2474  -1.7499  2.8506  0.0598
H  0.5693  -2.3826  2.8208  0.0343
H  0.9354  -0.8596  3.6675  0.0471
C  1.7509  -3.4899  -3.9000  -0.2606
S  0.0598  -3.0953  -3.4512  0.8077
O  -0.1030  -3.4805  -2.0232  -0.5574
C  -0.7173  -4.3916  -4.4240  -0.2746
H  2.3989  -2.8076  -3.3517  0.0206
H  1.9658  -4.5217  -3.6212  0.0607
H  1.8829  -3.3419  -4.9722  0.0559
H  -0.3297  -5.3605  -4.1097  0.0563
H  -0.5170  -4.2191  -5.4814  0.0515
H  -1.7885  -4.3434  -4.2406  0.0473
C  -2.3951  3.5797  -0.4201  -0.2715
S  -1.7610  4.5959  -1.7515  0.8119
O  -0.3772  4.9947  -1.3722  -0.5582
C  -2.8110  6.0197  -1.4310  -0.2750
H  -1.8367  2.6465  -0.4159  0.0537
H  -2.2558  4.0988  0.5283  0.0629
H  -3.4470  3.3565  -0.5910  0.0286
H  -2.6438  6.3682  -0.4120  0.0565
H  -3.8540  5.7392  -1.5776  0.0487
H  -2.5370  6.7988  -2.1392  0.0467
C  1.2747  -4.1686  7.4124  -0.2727
S  0.1530  -3.3660  6.2594  0.7877
O  -1.2168  -3.5272  6.8078  -0.5490
C  0.3349  -4.5874  4.9517  -0.2787
H  1.2697  -3.5876  8.3320  0.0490
H  0.9244  -5.1812  7.6115  0.0571
H  2.2801  -4.1817  6.9914  0.0531
H  0.0513  -5.5682  5.3328  0.0574
H  1.3662  -4.5923  4.5983  0.0539
H  -0.3311  -4.3020  4.1401  0.0420
C  -6.3802  -0.3708  1.0428  -0.2703
S  -5.8529  0.6634  -0.3276  0.8092
O  -4.4735  1.1176  -0.0089  -0.5549
C  -6.9493  2.0398  0.0415  -0.2730
H  -5.7744  -1.2740  1.0223  0.0508
H  -6.2197  0.1616  1.9799  0.0593
H  -7.4316  -0.6300  0.9181  0.0530
H  -6.7495  2.4010  1.0503  0.0586
H  -7.9851  1.7150  -0.0552  0.0526
H  -6.7448  2.8262  -0.6822  0.0461



Formula: C15H39F3O8
Source: the OMol25 dataset
Level of theory: the ωB97M-V functional and the def2-TZVPD basis

LUMO (spin up / spin down): 2.572 / 0.247 eV
spin multiplicity: 2
total charge: -1
<S²>: 0.754

Each line ends with the Mulliken spin population.
Positions of all 65 atoms, in Å:
C  3.5059  18.5928  10.7879  -0.0239
O  2.1546  18.0946  10.8948  0.0088
O  3.5014  19.7658  11.6049  0.9323
C  4.6349  17.4850  10.8785  0.0231
F  5.8803  18.0378  11.1078  0.0001
F  4.3915  16.5580  11.7601  0.0024
F  4.7773  16.8735  9.6845  0.0002
C  1.7231  17.0483  9.9878  0.0039
C  0.3024  16.5656  10.3182  0.0002
H  0.2324  16.3770  11.3895  0.0001
H  -0.5476  17.1218  9.9229  0.0000
H  0.3168  15.5712  9.8720  -0.0001
H  2.4179  16.2085  9.9757  -0.0003
H  1.7105  17.3834  8.9507  -0.0016
H  3.6463  18.9394  9.7640  0.0503
C  0.3324  20.3971  8.4776  -0.0014
O  0.0761  21.3208  9.4618  0.0043
H  0.8800  20.8273  7.6391  0.0013
H  0.8566  19.5286  8.8765  0.0001
H  -0.5555  19.9336  8.0476  0.0004
C  -3.3681  24.2627  7.3503  0.0000
C  -3.0298  23.1813  8.4271  0.0001
O  -1.8248  23.4204  8.9985  0.0002
H  -4.4187  24.3229  7.0662  0.0000
H  -2.8585  23.9699  6.4323  0.0000
H  -2.9919  25.2564  7.5934  0.0000
H  -3.0891  22.1560  8.0619  0.0000
H  -3.7596  23.2172  9.2359  0.0000
H  -1.2631  22.6432  8.9545  -0.0001
C  -3.8491  18.7391  11.0761  0.0000
C  -2.6657  19.3041  10.3142  0.0001
O  -2.4805  20.6304  10.6531  0.0000
H  -3.9780  17.6645  10.9462  0.0000
H  -4.7917  19.1836  10.7566  0.0000
H  -3.7145  18.8721  12.1495  0.0000
H  -2.7507  19.1663  9.2363  0.0000
H  -1.7180  18.8999  10.6698  -0.0001
H  -1.7142  20.9284  10.1576  -0.0001
C  -3.1726  19.3473  5.5346  0.0000
C  -1.7907  19.9484  5.3292  0.0000
O  -1.5278  19.8686  3.9356  0.0000
H  -3.9834  19.9831  5.1791  0.0000
H  -3.2188  19.2249  6.6167  0.0000
H  -3.2797  18.3415  5.1283  0.0000
H  -1.0838  19.3894  5.9423  0.0001
H  -1.6704  21.0030  5.5774  0.0000
H  -0.6428  20.2236  3.8236  0.0000
C  0.8184  24.5750  7.0851  0.0000
C  1.9628  25.4783  6.5525  0.0000
O  3.2465  25.0051  6.9950  0.0000
H  -0.1360  24.8855  6.6601  0.0000
H  0.7048  24.6836  8.1637  0.0000
H  0.8690  23.5123  6.8480  -0.0001
H  1.8827  26.5104  6.8937  0.0000
H  1.9144  25.5076  5.4640  0.0000
H  3.9178  25.5844  6.6272  0.0000
C  2.7742  21.9590  5.0420  0.0001
C  1.6454  20.9540  5.0272  0.0000
O  1.4149  20.4952  3.7095  0.0000
H  2.5073  22.7540  4.3458  0.0000
H  3.6974  21.4991  4.6895  0.0000
H  3.0352  22.3018  6.0433  0.0000
H  0.7163  21.3588  5.4284  0.0000
H  1.8979  20.1256  5.6890  -0.0002
H  2.2582  20.1565  3.4001  0.0000



> Number 2 is which compound?

C15H39ClO7S5